1.
{"formula": "C3H5O4S", "method": "the ωB97M-V functional and the def2-TZVPD basis", "homo_energy_ev": [-1.329, -5.148], "e_lumo_ev": [3.90, 1.85], "orbital_gap_ev": [5.2, 7.0], "charge": -1, "fmax_ev_per_a": 5.90, "multiplicity": 3, "species": ["C", "O", "C", "O", "S", "O", "O", "H", "H", "C", "H", "H", "H"], "xyz": [[-0.531, 0.481, 0.090], [1.036, -0.901, -1.365], [-0.701, -0.754, 0.827], [2.948, 0.678, -0.706], [1.775, -0.135, -0.340], [2.089, -0.979, 0.799], [0.747, 1.027, 0.032], [-1.697, -1.180, 0.664], [-0.431, -0.661, 1.868], [-1.520, 1.090, -0.632], [0.145, -1.370, 0.476], [-2.532, 0.745, -0.505], [-1.330, 1.958, -1.209]], "mulliken_charge": [0.90, -0.66, -0.82, -0.69, 1.03, -0.64, -0.33, 0.32, 0.28, -1.45, 0.35, 0.33, 0.37]}

2.
{"formula": "C3H5O4S3", "method": "the ωB97M-V functional and the def2-TZVPD basis", "homo_energy_ev": -3.481, "e_lumo_ev": 2.99, "orbital_gap_ev": 6.5, "charge": -1, "fmax_ev_per_a": 4.14, "relative_energy_ev": 1.198, "species": ["S", "H", "O", "S", "C", "H", "C", "H", "O", "O", "H", "C", "H", "O", "S"], "xyz": [[1.927, -1.731, 0.269], [2.044, 2.132, 0.987], [-0.619, -1.263, 0.734], [0.585, 1.813, -0.841], [1.291, 1.382, 0.767], [-0.011, -2.779, -0.533], [-0.576, 0.575, -1.111], [0.501, 1.391, 1.511], [-0.007, -1.052, -1.466], [-2.768, -0.585, -0.303], [-1.179, 0.735, -1.988], [0.277, -1.736, -0.315], [1.760, 0.381, 0.690], [-1.682, 0.840, 1.338], [-1.541, -0.102, 0.262]], "mulliken_charge": [-0.59, 0.38, -0.21, -0.07, -0.57, 0.16, 0.02, 0.24, -0.44, -0.65, 0.33, -0.04, -0.03, -0.63, 1.11]}

3.
{"formula": "C3H5O4Tl", "method": "the ωB97M-V functional and the def2-TZVPD basis", "homo_energy_ev": [-20.397, -20.398], "e_lumo_ev": [-13.19, -13.19], "orbital_gap_ev": [7.2, 7.2], "charge": 2, "fmax_ev_per_a": 5.59, "relative_energy_ev": 0.635, "species": ["O", "Tl", "C", "C", "H", "H", "H", "O", "O", "H", "O", "H", "C"], "xyz": [[-0.505, -0.436, 0.392], [0.748, 0.738, 1.349], [-1.063, -1.712, 0.149], [3.123, 1.275, -0.470], [-1.301, -1.833, -0.918], [-0.319, -2.463, 0.433], [-2.244, 0.692, 0.232], [3.871, 1.574, -1.290], [-0.479, 1.787, 0.306], [-1.979, -1.835, 0.744], [2.545, 0.845, 0.463], [-1.192, 0.634, -1.247], [-1.204, 0.733, -0.144]], "mulliken_charge": [-0.26, 1.46, -0.46, 0.80, 0.29, 0.28, 0.33, -0.09, -0.38, 0.31, -0.42, 0.34, -0.20]}

4.
{"formula": "C3H5OP", "method": "the ωB97M-V functional and the def2-TZVPD basis", "homo_energy_ev": -9.285, "e_lumo_ev": -0.08, "orbital_gap_ev": 9.2, "charge": 0, "fmax_ev_per_a": 3.90, "relative_energy_ev": 2.445, "species": ["O", "H", "P", "C", "H", "H", "H", "H", "C", "C"], "xyz": [[1.440, 0.488, 0.142], [0.122, 1.906, 0.838], [-2.354, 0.051, 0.080], [-0.728, 0.238, -0.299], [0.732, -1.551, 0.757], [-2.248, -1.397, 0.271], [0.444, 2.094, -0.938], [1.140, -1.230, -0.879], [0.317, 1.342, -0.132], [0.682, -0.772, -0.061]], "mulliken_charge": [-0.39, 0.20, -0.13, 0.08, 0.24, 0.02, 0.26, 0.21, -0.23, -0.27]}

5.
{"formula": "C3H5P", "method": "the ωB97M-V functional and the def2-TZVPD basis", "homo_energy_ev": -8.753, "e_lumo_ev": 0.58, "orbital_gap_ev": 9.3, "charge": 0, "fmax_ev_per_a": 6.45, "relative_energy_ev": 1.034, "species": ["H", "C", "C", "H", "H", "H", "H", "C", "P"], "xyz": [[0.973, -1.530, -1.132], [-1.043, 0.795, 0.103], [0.353, 0.452, 0.006], [0.818, -1.887, 0.663], [-1.497, 0.392, -0.743], [-1.363, 0.649, 1.128], [-1.128, 1.933, -0.036], [0.924, -1.142, -0.217], [1.963, 0.339, 0.227]], "mulliken_charge": [0.35, -0.72, 0.31, 0.20, 0.30, 0.28, 0.26, -0.76, -0.22]}

6.
{"formula": "C3H5P", "method": "the ωB97M-V functional and the def2-TZVPD basis", "homo_energy_ev": -8.717, "e_lumo_ev": 0.40, "orbital_gap_ev": 9.1, "charge": 0, "fmax_ev_per_a": 5.31, "relative_energy_ev": 0.526, "species": ["H", "H", "C", "H", "H", "P", "H", "C", "C"], "xyz": [[-1.136, 0.351, -0.691], [0.398, -1.486, 0.857], [0.474, -0.971, -0.085], [0.151, -1.588, -0.910], [-0.752, 0.772, 1.025], [2.146, -0.138, 0.010], [0.997, 2.171, 0.004], [-0.215, 0.342, 0.098], [0.966, 1.114, -0.086]], "mulliken_charge": [0.18, 0.25, -0.62, 0.41, 0.24, -0.13, 0.37, -0.43, -0.27]}

7.
{"formula": "C3H5PS", "method": "the ωB97M-V functional and the def2-TZVPD basis", "homo_energy_ev": [-8.713, -8.688], "e_lumo_ev": [-1.47, -1.47], "orbital_gap_ev": [7.2, 7.2], "charge": 0, "fmax_ev_per_a": 4.06, "relative_energy_ev": 5.414, "species": ["P", "H", "H", "S", "H", "H", "C", "H", "C", "C"], "xyz": [[0.799, -1.249, -0.610], [1.039, -3.117, -1.998], [0.012, 1.990, 1.096], [-2.176, 0.817, 1.100], [1.400, 0.457, 1.040], [-0.642, 1.889, -0.522], [0.632, 0.342, 0.275], [-1.728, -0.402, 1.384], [1.133, -1.995, -2.164], [-0.470, 1.268, 0.400]], "mulliken_charge": [0.27, 0.18, 0.30, -0.17, 0.28, 0.30, -0.50, 0.13, -0.37, -0.42]}

8.
{"formula": "C3H5PS2", "method": "the ωB97M-V functional and the def2-TZVPD basis", "homo_energy_ev": -9.337, "e_lumo_ev": -1.14, "orbital_gap_ev": 8.2, "charge": 0, "fmax_ev_per_a": 2.78, "relative_energy_ev": 1.006, "species": ["P", "H", "C", "S", "H", "S", "H", "H", "C", "H", "C"], "xyz": [[-1.730, 0.019, 0.276], [1.859, -0.146, -1.906], [-0.013, -0.034, 1.054], [-2.801, -1.595, 0.258], [-0.022, -1.074, 1.652], [-2.067, 1.750, -0.574], [0.128, 0.858, 1.814], [0.383, -0.708, -1.818], [1.088, -0.167, -1.214], [2.034, 0.859, 0.416], [1.142, 0.240, 0.042]], "mulliken_charge": [0.45, 0.28, -0.49, -0.29, 0.30, -0.27, 0.28, 0.23, -0.87, 0.24, 0.13]}

9.
{"formula": "C3H6", "method": "the ωB97M-V functional and the def2-TZVPD basis", "homo_energy_ev": -9.538, "e_lumo_ev": 1.34, "orbital_gap_ev": 10.9, "charge": 0, "fmax_ev_per_a": 2.41, "relative_energy_ev": 0.113, "species": ["C", "H", "H", "H", "C", "H", "H", "C", "H"], "xyz": [[0.198, -0.579, -0.036], [-1.258, -1.738, 1.026], [0.824, -1.402, -0.325], [0.992, 1.413, 0.331], [-0.943, -0.783, 0.664], [-0.202, 1.420, -0.964], [-1.528, 0.059, 1.015], [0.577, 0.809, -0.467], [1.340, 0.801, -1.245]], "mulliken_charge": [0.07, 0.27, 0.32, 0.27, -0.75, 0.30, 0.23, -1.03, 0.32]}

10.
{"formula": "C3H6", "method": "the ωB97M-V functional and the def2-TZVPD basis", "homo_energy_ev": -8.909, "e_lumo_ev": 1.30, "orbital_gap_ev": 10.2, "charge": 0, "fmax_ev_per_a": 6.66, "relative_energy_ev": 0.837, "species": ["H", "H", "H", "C", "C", "H", "H", "H", "C"], "xyz": [[0.030, 0.972, 1.277], [-0.716, 1.550, -1.033], [0.017, -0.001, -1.520], [-0.082, -1.252, 0.684], [0.049, 0.755, -0.793], [-0.049, -1.913, -0.151], [0.949, 1.401, -0.683], [-0.198, -1.711, 1.664], [0.000, 0.198, 0.555]], "mulliken_charge": [0.33, 0.25, 0.33, -0.78, -0.93, 0.23, 0.22, 0.24, 0.10]}

11.
{"formula": "C3H67BClINO31", "method": "the ωB97M-V functional and the def2-TZVPD basis", "homo_energy_ev": -12.612, "e_lumo_ev": -5.22, "orbital_gap_ev": 7.4, "charge": 1, "fmax_ev_per_a": 1.60, "species": ["H", "H", "O", "H", "H", "O", "O", "I", "H", "O", "O", "H", "H", "C", "H", "H", "H", "H", "O", "H", "H", "H", "H", "H", "H", "C", "H", "H", "H", "H", "H", "O", "H", "H", "H", "H", "O", "H", "H", "O", "H", "O", "H", "H", "H", "H", "O", "H", "O", "H", "H", "C", "H", "Cl", "O", "H", "H", "H", "O", "O", "N", "O", "O", "O", "O", "H", "H", "H", "B", "O", "H", "O", "H", "H", "H", "O", "H", "H", "O", "O", "H", "H", "H", "O", "O", "H", "H", "H", "H", "O", "O", "H", "H", "O", "H", "H", "H", "H", "H", "O", "O", "H", "H", "H", "H"], "xyz": [[8.174, -0.543, -0.090], [-4.252, -3.300, 2.207], [0.485, -4.477, 0.353], [1.358, -1.758, 6.702], [-9.890, -2.188, 0.899], [-9.958, -2.823, -2.781], [2.523, 3.201, -4.730], [1.000, 2.860, -0.213], [3.700, 1.732, 6.115], [-2.940, 1.379, -2.268], [1.837, -1.088, 6.198], [-2.559, 1.530, -5.085], [-2.480, -2.566, -4.832], [2.410, -1.240, 0.936], [0.276, -3.614, 0.723], [-9.949, -0.799, -0.667], [4.528, -0.990, 4.138], [-2.664, 4.779, -1.462], [-1.648, 0.774, 1.260], [-1.642, 0.029, 4.637], [-3.451, -0.098, 0.295], [-9.024, 0.381, -0.952], [3.191, -0.303, 4.348], [5.623, -2.445, -1.059], [2.601, 5.730, 3.010], [2.017, 0.249, 0.907], [-2.312, 2.077, -2.051], [7.676, -0.555, -2.353], [2.509, 3.732, -3.930], [0.629, 1.200, 4.154], [-0.404, 1.388, -4.408], [4.137, 2.409, 5.587], [2.954, 0.814, 0.921], [1.497, 0.568, 1.819], [2.423, -1.493, 1.993], [4.667, 3.062, 0.147], [3.695, -0.800, 3.694], [-10.642, -2.213, -3.075], [3.523, -0.500, -4.510], [-0.844, -0.132, 4.123], [0.921, 2.680, 4.384], [-2.345, -2.896, 5.425], [-2.860, 0.085, -5.489], [-0.133, 0.151, -3.597], [8.940, 1.659, -0.973], [-1.056, 0.185, 3.239], [0.323, 0.897, -3.997], [-3.671, 1.865, -2.668], [-2.130, 0.689, -5.313], [2.789, 2.315, -4.443], [3.417, -1.360, 0.551], [1.317, 0.726, -0.335], [-8.583, -2.913, 0.533], [0.004, -1.261, -1.683], [-4.291, -2.503, 2.748], [8.061, 0.438, 1.057], [-3.413, 4.127, -5.179], [-1.318, 1.679, 1.117], [3.386, 0.346, -4.071], [-9.952, 0.135, -0.910], [-0.053, 0.104, -0.609], [-4.222, -0.641, 0.104], [-6.748, -2.768, -0.776], [0.825, 0.779, -7.080], [2.815, 4.855, 2.668], [4.686, -3.646, -0.867], [1.706, -1.915, 0.454], [0.052, -4.515, -0.506], [-0.861, -0.183, 0.692], [3.262, -3.296, 7.522], [-2.793, -2.977, 4.574], [-3.171, -2.334, -4.202], [0.911, 0.893, -6.128], [-1.289, 4.154, -1.736], [1.149, -0.682, 5.658], [8.507, -0.375, 0.803], [-1.499, -2.013, 1.009], [2.459, 4.837, 1.775], [-0.785, -1.407, 1.263], [-9.456, -2.677, 0.190], [-0.579, 0.792, -1.160], [-5.994, -2.200, -0.582], [1.928, 0.573, -1.223], [5.269, 2.397, 0.495], [-2.734, 3.546, -4.822], [-2.602, 3.842, -3.912], [2.435, 0.397, -3.932], [-2.712, -1.972, -3.439], [-9.832, -2.622, -1.847], [8.078, 1.663, -1.404], [7.229, -1.343, -2.013], [3.539, -4.017, 6.950], [-4.210, -1.779, 2.115], [4.819, -2.729, -0.609], [-4.869, -0.027, -0.260], [-2.536, -2.000, 5.711], [7.496, 2.135, -0.799], [3.147, -2.543, 6.933], [7.790, -2.081, -2.277], [-2.161, 4.289, -2.122], [1.357, 1.832, 4.243], [-7.412, -2.183, -1.159], [0.135, 1.397, -7.339], [5.328, 2.594, 1.438], [3.418, 2.828, 5.107]], "mulliken_charge": [0.36, 0.33, -0.59, 0.34, 0.32, -0.64, -0.57, 0.05, 0.32, -0.48, -0.61, 0.27, 0.33, -0.98, 0.25, 0.34, 0.24, 0.32, -0.81, 0.26, 0.09, 0.29, 0.28, 0.30, 0.29, -0.23, 0.20, 0.30, 0.27, 0.23, 0.26, -0.61, 0.62, 0.02, 0.24, 0.27, -0.51, 0.33, 0.33, -0.55, 0.25, -0.60, 0.33, 0.18, 0.33, 0.22, -0.36, 0.26, -0.58, 0.35, 0.31, -0.66, 0.33, -0.03, -0.60, 0.29, 0.30, 0.19, -0.63, -0.61, 0.73, -0.49, -0.63, -0.62, -0.53, 0.27, 0.30, 0.32, 0.79, -0.63, 0.33, -0.60, 0.33, 0.19, 0.20, -0.61, 0.33, 0.24, -0.40, -0.65, -0.05, 0.32, 0.83, -0.65, -0.61, 0.32, 0.21, 0.27, 0.31, -0.60, -0.68, 0.32, 0.28, -0.55, 0.30, 0.27, 0.29, 0.34, 0.31, -0.66, -0.42, 0.31, 0.31, 0.34, 0.28]}

12.
{"formula": "C3H6BClO2", "method": "the ωB97M-V functional and the def2-TZVPD basis", "homo_energy_ev": -9.643, "e_lumo_ev": 0.19, "orbital_gap_ev": 9.8, "charge": 0, "fmax_ev_per_a": 3.12, "relative_energy_ev": 0.695, "species": ["H", "O", "H", "H", "O", "H", "C", "H", "C", "Cl", "H", "C", "B"], "xyz": [[-1.286, -1.929, -0.970], [-1.796, 1.004, -0.907], [1.855, -1.658, 0.759], [-2.064, 1.924, -1.158], [-0.196, 1.966, 0.550], [-0.704, 2.811, 0.385], [-0.368, -1.767, -0.404], [0.219, -2.618, -0.246], [-0.041, -0.570, 0.083], [2.277, 0.404, -0.431], [1.496, 0.114, 1.677], [1.402, -0.552, 0.728], [-0.794, 0.872, -0.065]], "mulliken_charge": [0.27, -0.52, 0.28, 0.28, -0.54, 0.26, -0.99, 0.27, 0.33, -0.19, 0.26, -0.41, 0.71]}

13.
{"formula": "C3H6BIO5S", "method": "the ωB97M-V functional and the def2-TZVPD basis", "homo_energy_ev": -9.902, "e_lumo_ev": -0.05, "orbital_gap_ev": 9.9, "charge": 0, "fmax_ev_per_a": 0.83, "species": ["O", "I", "H", "O", "C", "H", "O", "H", "B", "H", "C", "O", "H", "S", "O", "H", "C"], "xyz": [[-1.010, -0.006, -1.095], [0.040, 2.753, -1.199], [-0.434, 1.811, 1.498], [-3.474, 0.275, -1.009], [1.468, -1.502, 0.054], [0.793, -1.708, 0.886], [-2.377, -1.632, 0.127], [2.486, -1.773, 0.332], [1.393, -0.021, -0.441], [2.862, 1.330, -0.488], [-0.630, 0.832, 1.072], [2.468, 0.615, -0.997], [-0.254, 0.058, 1.744], [-2.383, -0.273, -0.292], [-2.041, 0.675, 0.931], [1.145, -2.154, -0.767], [-0.051, 0.720, -0.355]], "mulliken_charge": [-0.26, 0.05, 0.41, -0.54, -0.93, 0.33, -0.54, 0.26, 0.42, 0.32, -0.55, -0.48, 0.32, 1.14, -0.32, 0.32, 0.05]}

14.
{"formula": "C3H6Br2O3", "method": "the ωB97M-V functional and the def2-TZVPD basis", "homo_energy_ev": -9.941, "e_lumo_ev": 0.58, "orbital_gap_ev": 10.5, "charge": 0, "fmax_ev_per_a": 0.86, "relative_energy_ev": 0.665, "species": ["H", "Br", "C", "H", "C", "O", "H", "Br", "C", "O", "H", "O", "H", "H"], "xyz": [[-0.133, 2.179, -1.222], [-1.943, 0.439, 1.696], [-0.162, 0.363, -0.538], [-1.401, -2.369, 0.670], [1.115, 0.500, 0.290], [-0.762, 1.556, -0.834], [2.587, -0.659, 0.821], [0.346, -0.560, -2.253], [-1.219, -0.537, 0.085], [1.852, -0.680, 0.200], [1.685, 1.359, -0.107], [-0.706, -1.735, 0.452], [0.826, 0.731, 1.326], [-2.084, -0.586, -0.586]], "mulliken_charge": [0.41, -0.20, 0.12, 0.35, -0.34, -0.52, 0.31, -0.14, -0.24, -0.47, 0.33, -0.41, 0.29, 0.51]}

15.
{"formula": "C3H6BrClN3", "method": "the ωB97M-V functional and the def2-TZVPD basis", "homo_energy_ev": -13.409, "e_lumo_ev": -4.53, "orbital_gap_ev": 8.9, "charge": 1, "fmax_ev_per_a": 4.18, "relative_energy_ev": 0.821, "species": ["N", "H", "H", "H", "C", "Br", "H", "H", "Cl", "C", "C", "H", "N", "N"], "xyz": [[-2.271, -0.126, 0.011], [0.430, -1.778, 0.281], [2.492, 1.183, -0.261], [-1.710, -2.162, 0.101], [-1.411, -1.098, 0.099], [-4.071, -0.292, -0.038], [-1.189, 1.203, 0.159], [2.037, -0.264, -1.013], [0.763, 2.928, -0.061], [1.999, 0.171, -0.114], [-0.075, 1.384, 0.059], [2.511, -0.518, 0.565], [-0.069, -0.892, 0.127], [0.563, 0.259, 0.085]], "mulliken_charge": [-0.62, 0.26, 0.26, 0.39, 0.16, 0.05, 0.65, 0.53, -0.08, -0.89, 0.08, 0.30, -0.39, 0.31]}

16.
{"formula": "C3H6BrClOS", "method": "the ωB97M-V functional and the def2-TZVPD basis", "homo_energy_ev": -9.456, "e_lumo_ev": 0.43, "orbital_gap_ev": 9.9, "charge": 0, "fmax_ev_per_a": 2.55, "relative_energy_ev": 0.458, "species": ["H", "Br", "H", "H", "H", "O", "Cl", "H", "H", "C", "S", "C", "C"], "xyz": [[-3.158, 1.581, 0.175], [0.984, 1.953, -0.455], [1.765, -2.246, -0.897], [2.061, -1.995, 0.775], [2.668, -0.779, -0.660], [0.509, -0.831, -0.237], [-2.833, -0.334, -1.085], [-1.700, 1.847, -0.703], [0.993, 0.231, 1.554], [1.800, -1.452, -0.230], [-1.290, 0.570, 1.296], [0.443, 0.371, 0.608], [-2.242, 1.084, -0.142]], "mulliken_charge": [0.32, -0.13, 0.28, 0.26, 0.25, -0.19, -0.17, 0.28, 0.37, -0.64, -0.02, -0.17, -0.43]}

17.
{"formula": "C3H6BrF2N", "method": "the ωB97M-V functional and the def2-TZVPD basis", "homo_energy_ev": -9.745, "e_lumo_ev": 0.89, "orbital_gap_ev": 10.6, "charge": 0, "fmax_ev_per_a": 4.75, "relative_energy_ev": 0.572, "species": ["Br", "C", "H", "H", "H", "H", "C", "H", "F", "H", "N", "C", "F"], "xyz": [[1.348, 2.383, -0.021], [-0.319, 0.038, -0.856], [0.360, 1.162, 2.357], [-0.969, -1.899, -1.533], [0.699, -1.694, -0.840], [-0.931, 1.145, 1.344], [0.686, 0.526, 0.498], [1.569, -0.193, 0.618], [0.371, 0.269, -2.015], [-0.806, -1.599, 0.306], [-0.144, 0.681, 1.651], [-0.384, -1.477, -0.670], [-1.480, 0.658, -0.840]], "mulliken_charge": [-0.21, 0.78, 0.26, 0.33, 0.33, 0.28, -0.34, 0.42, -0.27, 0.37, -0.52, -1.16, -0.28]}